[1]
# C15H32IN5O9PS2

C15H32IN5O9PS2 as an isolated structure at a distorted geometry (ωB97M-V with the def2-TZVPD basis set, the Open Molecules 2025 dataset).

LUMO = -5.136 eV
total charge = +1
orbital gap = 5.84 eV

```
65
Properties=species:S:1:pos:R:3:forces:R:3
I -2.17786 2.51187 1.55963 -1.4 1.1 -0.7
S -6.60351 4.59998 -1.17884 2.1 -0.4 0.7
S -4.77884 8.21783 -0.70469 3.3 -4.7 -3.7
P -4.91452 3.97556 -0.34237 -5.6 -0.5 0.5
O 0.27560 -2.05747 -1.51558 0.0 0.8 0.1
O 0.68760 -0.39015 2.59184 -0.5 0.3 0.5
O -4.97662 2.20843 -0.51351 0.1 3.0 1.9
O 1.90079 -2.94060 -3.95270 -0.1 0.5 -0.5
O 0.74849 3.18777 0.69725 -0.9 -1.6 -0.3
O -5.06330 4.47611 1.35591 1.5 -2.7 -2.5
O 1.33027 -3.38139 2.57634 0.4 0.0 0.3
O 1.89013 -1.70813 5.07071 -0.2 0.1 -0.6
O 0.80869 -0.09278 -3.79394 0.0 -0.3 0.3
N -1.04640 5.25164 -1.73300 1.0 -2.6 3.2
N -1.59018 3.72848 0.05467 0.1 2.4 -2.7
N -3.90315 5.66207 -2.16943 -0.2 6.5 1.9
N -3.55089 4.74009 -1.15372 1.5 -0.9 1.2
N -0.18600 3.82558 -0.07124 2.7 3.6 -4.5
C 2.57228 -1.07149 3.98363 0.2 0.1 0.3
C 2.38807 -4.17857 2.07184 -0.2 0.0 -0.1
C -0.31264 -0.96741 -3.61866 -0.1 0.1 0.1
C -0.70042 -1.24170 -2.15903 0.5 -0.5 -0.5
C 0.94971 -3.71694 3.90852 -0.1 0.6 -0.1
C -4.03001 6.93583 -1.60097 -3.2 -1.6 1.4
C -2.21190 4.60072 -0.97843 6.9 -1.2 1.3
C -0.48659 0.38073 2.79142 1.0 -0.7 -0.2
C 2.64970 -1.74494 -4.17991 -0.4 -0.2 0.5
C 0.71016 -2.45379 4.74711 0.1 -0.3 0.1
C 1.81571 0.08742 3.32761 0.1 -0.6 0.0
C 0.28737 4.76716 -1.16019 -8.1 -1.6 1.9
C 1.61371 -3.66340 -5.13928 0.1 -0.3 0.4
C 0.58867 -1.63431 -0.19957 -0.2 -0.6 -0.2
C 2.08428 -0.58057 -3.36115 0.2 0.2 -0.3
H -0.59015 0.71349 3.82680 0.0 0.1 0.1
H 1.37886 -3.00322 -5.97742 0.1 0.1 0.0
H 1.71052 -4.33471 4.40076 0.0 0.1 -0.1
H -0.16867 -2.00249 0.49882 0.1 0.2 0.2
H 2.07229 -0.80314 -2.29488 -0.1 -0.3 0.0
H -1.15772 -0.45636 -4.09242 0.1 0.1 0.1
H 0.02303 -4.29199 3.84866 -0.1 -0.1 0.2
H 0.29376 -2.77228 5.70886 0.2 0.0 0.0
H 0.89527 2.25306 0.32357 -0.4 1.6 0.4
H 3.49279 -0.65723 4.42002 -0.3 0.0 0.0
H 1.39242 5.05518 -1.45424 -2.6 -0.8 0.8
H 1.99395 -5.13316 1.71089 0.2 -0.1 0.0
H 2.84858 -3.64535 1.23664 -0.1 -0.1 0.0
H 3.67390 -1.94502 -3.86363 0.3 0.2 0.0
H 0.66431 -0.54389 -0.12919 0.0 0.1 0.0
H -1.64822 -1.78391 -2.13277 -0.2 0.1 -0.1
H 2.77482 0.26751 -3.47646 -0.2 -0.1 -0.2
H 2.90288 -1.80621 3.25049 -0.2 0.1 -0.2
H 1.55889 -2.05674 0.07280 -0.2 0.0 0.0
H -0.17287 -1.89236 -4.17670 0.1 -0.1 0.2
H 1.52227 0.81337 4.09248 -0.1 -0.1 0.0
H -0.47925 1.24263 2.11596 0.8 -0.9 0.8
H -1.34683 -0.24986 2.55188 0.0 0.0 -0.1
H 2.66683 -1.47337 -5.24014 -0.1 0.0 0.0
H 0.73850 -4.28965 -4.94734 0.1 0.0 0.1
H -5.14833 3.63653 1.89584 0.2 1.3 -0.6
H 2.46266 -4.30753 -5.39138 -0.1 0.0 -0.2
H -0.83268 -0.28584 -1.63787 0.1 0.0 0.1
H 2.47144 0.58984 2.61582 0.3 0.1 0.0
H -5.88060 1.99304 -0.08796 1.7 0.5 -1.1
H -0.04286 -1.80955 4.29501 0.0 -0.1 -0.2
H 3.16180 -4.35442 2.82688 -0.1 0.0 0.0
```
Forces are in eV/Å.

Here is what natural (NBO) gives for the atomic charges, in e: 0.570 -0.464 0.248 1.739 -0.547 -0.547 -0.931 -0.550 -0.476 -0.913 -0.561 -0.534 -0.548 -0.433 -0.413 -0.325 -0.602 0.062 -0.087 -0.254 -0.085 -0.088 -0.095 0.265 0.603 -0.272 -0.095 -0.081 -0.095 0.231 -0.255 -0.237 -0.083 0.183 0.168 0.183 0.185 0.179 0.186 0.182 0.195 0.506 0.196 0.318 0.181 0.186 0.182 0.130 0.185 0.181 0.191 0.198 0.195 0.178 0.134 0.192 0.179 0.192 0.502 0.178 0.148 0.172 0.526 0.168 0.173

[2]
# C33H32BrIN2O4PPd

C33H32BrIN2O4PPd as an isolated structure (ωB97M-V with the def2-TZVPD basis set, the Open Molecules 2025 dataset).

<S²> = 2.007
2S+1 = 3
LUMO (spin up / spin down) = -2.828 / -3.827 eV
total charge = +1
orbital gap (spin up / spin down) = 7.84 / 7.15 eV

```
75
Properties=species:S:1:pos:R:3:forces:R:3
I -4.31669 4.14051 -1.73880 0.1 0.1 0.1
Pd 0.13876 0.89518 0.03283 -0.3 -0.2 -0.1
Br 3.68732 3.62491 -1.71177 -0.1 -0.1 0.0
P -1.10090 -1.02983 -0.44770 -0.1 -0.4 -0.1
O 2.07419 -0.28414 -0.37274 -0.1 0.3 0.3
O 1.45958 1.40336 -1.63838 -0.1 0.0 0.2
O -1.26517 2.63842 -0.54927 0.1 -0.1 0.0
O -0.31839 -0.42661 4.14752 0.0 -0.1 0.0
N -2.55133 3.04600 1.26048 0.1 0.0 -0.1
N -0.46530 0.68372 2.22606 0.3 0.0 -0.4
C -1.56341 -2.61299 3.37844 0.1 0.1 0.0
C -3.22734 -1.76408 -2.17069 0.0 0.0 0.0
C -2.75158 -0.88604 -1.19892 0.1 0.1 0.0
C 0.76048 -2.47022 -3.74242 0.0 0.0 0.0
C 1.47394 -3.56185 -3.26503 0.0 0.0 0.0
C 5.75332 -0.51784 -2.34245 0.1 -0.1 0.0
C -0.63307 -0.42841 2.84905 0.0 0.2 0.1
C 0.61921 -3.16743 -1.05191 -0.1 0.0 0.0
C 4.44576 -0.49565 -1.89538 0.0 0.0 0.0
C 6.40771 0.67444 -2.60563 0.0 0.0 0.0
C 2.51236 1.24005 2.60926 0.0 0.1 0.1
C -2.40307 -4.16564 1.76561 0.0 0.0 0.0
C -5.37215 -0.67411 -2.10584 0.0 0.0 0.0
C 2.35113 0.60419 -1.23257 0.1 0.1 -0.1
C 1.42109 2.29299 2.79950 0.0 -0.1 -0.2
C 1.41328 -3.90032 -1.92095 0.0 0.0 0.0
C 4.43790 1.90327 -1.98855 -0.1 -0.2 0.0
C -4.90094 0.20626 -1.14225 0.0 0.0 0.0
C 1.27671 3.18851 1.57161 0.0 -0.1 0.2
C -1.45995 -2.05188 1.03269 0.1 0.1 0.0
C -2.15278 -3.82644 3.08510 0.0 -0.1 0.0
C -3.59360 0.10406 -0.69675 0.0 0.0 0.0
C 0.10548 0.90134 4.50944 0.0 0.1 -0.1
C -2.05749 -3.28186 0.75935 0.0 0.1 0.0
C -4.53474 -1.65420 -2.61974 0.0 0.0 0.0
C -2.07171 3.35529 0.04054 -0.1 0.0 0.2
C 0.06783 1.68304 3.18790 0.1 0.0 0.2
C 3.75915 0.70609 -1.72754 0.0 0.1 0.0
C -0.12840 -2.09738 -1.53451 0.0 0.1 0.0
C -0.03150 -1.73177 -2.87872 0.0 0.0 0.1
C -2.57343 4.62344 -0.58849 -0.1 -0.1 -0.1
C 5.75544 1.88283 -2.42020 0.0 0.0 0.0
C -1.21105 -1.70520 2.37047 0.0 -0.2 0.0
H 1.70463 2.93156 3.64163 0.0 0.0 0.0
H -0.56782 -0.86090 -3.23892 0.0 0.0 -0.1
H 2.25020 0.52319 1.83337 0.0 -0.1 -0.1
H -2.25192 -3.55282 -0.26989 0.0 0.0 0.0
H 1.10145 0.83822 4.94129 0.0 -0.1 0.0
H -1.37264 -2.34780 4.40702 0.0 0.0 0.0
H 1.99268 -4.73348 -1.54451 0.0 0.0 0.0
H 6.26622 -1.46133 -2.47758 0.0 0.0 0.0
H -5.55009 0.97675 -0.74752 0.0 0.0 0.0
H -3.23140 3.61732 1.73045 0.0 0.0 -0.1
H -6.39148 -0.59490 -2.46135 0.0 0.0 0.0
H -2.86507 -5.11199 1.51530 0.0 0.0 0.0
H 6.27020 2.81572 -2.60410 0.0 0.0 0.0
H -0.65532 2.49934 3.25246 0.0 0.0 0.0
H -0.58369 1.28612 5.25764 0.0 0.0 0.0
H 3.44401 1.72171 2.30977 0.0 0.0 0.0
H -4.89926 -2.34190 -3.37207 0.0 0.0 0.0
H 7.43406 0.67018 -2.94955 0.0 0.0 0.0
H 0.58956 -3.42337 -0.00056 0.0 0.0 0.0
H -2.26703 2.17020 1.67479 0.0 0.0 0.0
H 0.82615 -2.19062 -4.78565 0.0 0.0 0.0
H 1.09150 2.60072 0.65918 0.3 0.4 0.0
H 2.08529 -4.14557 -3.94130 0.0 0.0 0.0
H -3.21948 0.79258 0.05175 0.0 0.0 0.0
H -2.41841 -4.50406 3.88556 0.0 0.0 0.0
H 2.71217 0.68212 3.52594 0.0 0.0 0.0
H -1.83527 5.01212 -1.27958 0.0 0.0 0.0
H -2.58416 -2.53095 -2.58254 0.0 0.0 0.0
H 2.18989 3.75189 1.38717 0.0 0.0 -0.1
H 0.44713 3.88970 1.68026 0.0 0.0 0.0
H 3.92128 -1.41689 -1.67478 0.0 0.0 0.0
H -2.87003 5.37310 0.13765 0.0 0.0 0.0
```
Forces are in eV/Å.

Here is what natural (NBO) gives for the atomic charges, in e: 0.154 1.021 0.075 1.028 -0.702 -0.683 -0.657 -0.466 -0.808 -0.602 -0.181 -0.200 -0.359 -0.203 -0.183 -0.218 0.606 -0.122 -0.169 -0.173 -0.635 -0.173 -0.202 0.750 -0.218 -0.224 -0.061 -0.137 -0.568 -0.329 -0.173 -0.215 -0.089 -0.181 -0.197 0.672 -0.087 -0.131 -0.403 -0.189 -0.614 -0.242 -0.052 0.219 0.230 0.228 0.231 0.208 0.245 0.226 0.224 0.214 0.414 0.226 0.233 0.235 0.203 0.205 0.233 0.228 0.226 0.213 0.418 0.229 0.153 0.227 0.208 0.232 0.212 0.267 0.230 0.244 0.209 0.231 0.240

[3]
# C7H19OPSi

One molecule with the formula C7H19OPSi at a distorted geometry (ωB97M-V with the def2-TZVPD basis set, the Open Molecules 2025 dataset).

LUMO = 0.699 eV
orbital gap = 8.55 eV

```
29
Properties=species:S:1:pos:R:3:forces:R:3
P -2.33802 0.27640 -0.02188 1.5 -3.1 1.1
Si 1.96208 0.28147 0.06273 -1.2 -0.8 -1.6
O -0.74108 0.51207 0.38267 -1.6 1.1 -1.7
C -3.06514 1.46068 -0.92478 0.5 -0.5 0.7
C 3.41760 -0.67650 0.72372 1.6 0.7 1.4
C 1.53850 -0.31864 -1.74036 -2.0 2.6 -0.3
C 2.27138 2.08240 -0.22151 -2.1 -0.4 -3.4
C 0.36228 0.09266 1.13303 -0.2 -2.1 0.7
C -2.18257 -1.44073 -0.88882 -0.6 2.7 -2.3
C -3.14639 -0.27692 1.55018 -1.4 2.5 -1.8
H 2.89025 2.46295 0.47645 2.1 1.7 2.3
H 0.83067 -1.12186 -1.92086 0.2 -0.5 0.4
H 2.33702 -0.37609 -2.48286 0.2 -0.1 0.4
H 2.69623 2.23155 -1.25099 0.1 -0.3 1.0
H -2.98305 2.51790 -0.61054 -0.2 -0.8 -0.5
H 3.46198 -0.66854 1.87032 0.0 0.1 -1.5
H 3.58913 -1.71714 0.42091 -0.5 0.3 -0.1
H -1.25992 -1.95350 -0.77628 1.2 0.1 0.5
H -2.30386 -1.26068 -2.00595 0.2 -0.1 1.2
H 0.26901 -1.06868 1.33182 0.2 2.0 0.2
H 1.32890 2.67486 -0.32331 0.5 -0.6 0.6
H 0.26509 0.72578 2.04596 0.8 -1.0 -0.1
H -2.98042 0.52710 2.26627 0.0 -0.4 0.5
H -2.90961 -2.16686 -0.67162 -1.4 -0.5 0.7
H 0.86970 0.59617 -2.13318 1.4 -1.6 0.8
H -4.24265 -0.25678 1.27824 1.1 -0.2 0.4
H 4.33632 -0.10428 0.35605 -1.0 -0.7 0.6
H -2.85905 -1.25366 1.80837 0.6 -1.0 0.7
H -2.78877 1.09446 -1.90225 -0.2 0.9 -0.8
```
Forces are in eV/Å.

Here is what natural (NBO) gives for the atomic charges, in e: 1.798 1.601 -0.889 -1.222 -1.143 -1.099 -1.119 -0.461 -0.943 -0.980 0.224 0.230 0.236 0.243 0.251 0.242 0.254 0.232 0.236 0.177 0.256 0.209 0.238 0.228 0.233 0.253 0.245 0.235 0.233

[4]
# C3H4N2O

One molecule with the formula C3H4N2O at a distorted geometry (ωB97M-V with the def2-TZVPD basis set, the Open Molecules 2025 dataset).

LUMO (spin up / spin down) = -0.584 / -0.581 eV
orbital gap (spin up / spin down) = 7.98 / 7.98 eV

```
10
Properties=species:S:1:pos:R:3:forces:R:3
O -3.04302 0.24003 -0.30155 0.8 -0.4 -0.3
N -0.05730 -0.68667 0.76549 2.3 2.4 -1.0
N 0.88631 -0.46999 -0.05332 -0.6 1.3 0.3
C -1.02915 -1.19294 -0.06476 -2.7 -2.6 -0.8
C -2.07283 -0.41446 -0.25848 -1.2 0.0 0.7
C 1.43687 0.88048 0.12996 1.5 -0.4 0.9
H 1.96728 0.95332 1.08316 0.0 0.3 0.1
H 0.63022 1.62269 0.11171 0.0 -0.4 0.0
H 2.13245 1.09790 -0.68240 -0.1 -0.2 0.1
H -0.85083 -2.03038 -0.72981 -0.1 0.1 -0.1
```
Forces are in eV/Å.

Here is what natural (NBO) gives for the atomic charges, in e: -0.441 -0.161 -0.108 -0.392 0.676 -0.476 0.217 0.218 0.211 0.257

[5]
# C5H6N

An isolated ion of composition C5H6N and charge +1 at a distorted geometry (ωB97M-V with the def2-TZVPD basis set, the Open Molecules 2025 dataset).

LUMO (spin up / spin down) = -7.853 / -7.792 eV
total charge = +1
orbital gap (spin up / spin down) = 7.53 / 7.61 eV

```
12
Properties=species:S:1:pos:R:3:forces:R:3
N -0.95621 1.46310 -0.66091 1.0 -0.8 -2.3
C 0.97922 -1.67935 -0.00234 0.1 3.0 0.9
C -0.45162 0.10649 0.98040 -2.5 -0.7 2.0
C 0.08328 -0.58285 -0.07800 1.4 -2.9 1.5
C -1.25843 1.17849 0.54413 -0.4 1.4 -0.2
C 0.03168 0.45602 -1.09186 0.1 2.1 -2.9
H -0.27432 0.14143 2.02026 0.5 -1.3 1.2
H 1.03728 0.78996 -0.86097 0.5 1.1 -0.6
H 0.75115 -2.52824 0.65452 0.3 0.3 -0.3
H 0.04350 0.25881 -2.19464 -0.5 -0.1 1.1
H 2.02150 -1.43413 -0.35176 -1.2 -1.3 -0.6
H -2.00703 1.83027 1.04116 0.8 -0.7 0.3
```
Forces are in eV/Å.

Here is what natural (NBO) gives for the atomic charges, in e: -0.195 0.057 0.012 -0.137 0.000 -0.310 0.253 0.274 0.251 0.278 0.252 0.265

[6]
# CH4N2S

One molecule with the formula CH4N2S at a distorted geometry (ωB97M-V with the def2-TZVPD basis set, the Open Molecules 2025 dataset).

LUMO = 0.646 eV
orbital gap = 9.03 eV

```
8
Properties=species:S:1:pos:R:3:forces:R:3
S -2.06282 -0.13537 -0.00857 0.6 -0.2 0.0
N 0.44112 -1.16915 -0.17818 4.2 3.3 4.1
N 0.13108 1.26407 -0.01916 1.9 -0.3 0.2
C -0.40158 0.00845 0.02934 -0.2 -1.3 -1.2
H -0.50427 1.95541 -0.43917 0.8 -0.4 0.8
H -0.02057 -2.00907 -0.18591 -2.2 -2.0 -0.1
H 1.17026 1.46894 0.11458 -2.3 -0.5 -0.6
H 1.24677 -1.38329 0.68707 -2.8 1.4 -3.3
```
Forces are in eV/Å.

Here is what natural (NBO) gives for the atomic charges, in e: -0.214 -0.815 -0.816 0.257 0.430 0.386 0.404 0.368

Computed E_tot (hartree) in order:
-2976.3532; -5027.9853; -984.1202; -301.3120; -248.4477; -548.1738